The following is a quantum chemistry calculation of a molecular structure, C12H11Cl2F6N3O2RuS3Sb at a distorted geometry, from the OMol25 dataset.

Last column: Löwdin charge in e.
Cartesian coordinates (Å):
Ru  -0.10910  -0.65078  0.64279  1.150
O  -2.78512  2.86870  1.73579  0.120
C  -3.87257  2.38112  1.13221  -0.231
C  -5.03731  3.14632  1.22526  0.012
C  -6.19670  2.71205  0.63092  -0.033
C  -6.24468  1.50255  -0.07884  -0.063
C  -5.11480  0.74150  -0.18181  -0.017
C  -3.89975  1.15771  0.41555  -0.073
C  -2.71836  0.34611  0.28699  -0.336
O  -1.60609  0.68704  0.83723  -0.152
N  -2.81029  -0.82207  -0.41321  0.076
N  -1.64773  -1.43830  -0.49240  -0.229
C  -1.72063  -2.60733  -1.15593  -0.872
S  -3.22696  -3.32115  -1.51089  1.083
C  -2.48269  -4.92240  -1.93831  -0.452
C  -1.15090  -4.65546  -2.60733  -0.436
S  -0.29140  -3.39076  -1.62799  1.082
H  -2.03997  2.25999  1.62028  0.088
H  -4.99357  4.07573  1.77570  0.131
H  -7.09047  3.31673  0.71456  0.119
H  -7.16756  1.17809  -0.53740  0.112
H  -5.12879  -0.19225  -0.72191  0.108
H  -3.17063  -5.44129  -2.60440  0.097
H  -2.36712  -5.49130  -1.01594  0.094
H  -1.26575  -4.27455  -3.62246  0.096
H  -0.51960  -5.54166  -2.61956  0.100
Cl  3.35896  -0.35304  -0.77980  0.613
C  2.36148  1.06261  -0.94103  -0.904
Cl  0.62235  0.62860  -1.23556  0.642
H  2.64891  1.64210  -1.81083  0.044
H  2.37362  1.64275  -0.02772  0.027
F  1.14201  -2.36371  0.57660  -0.505
Sb  0.64235  -3.40753  2.21179  1.447
F  -0.63586  -1.87223  2.26087  -0.406
F  -0.68502  -4.23641  1.16720  -0.355
F  -0.03759  -4.09990  3.78767  -0.298
F  1.88506  -4.70245  1.74834  -0.306
F  1.87791  -2.33867  3.10551  -0.310
S  2.49682  1.13400  4.06992  0.757
C  1.68207  0.63911  2.80826  -0.897
N  1.10182  0.26454  1.84641  -0.120

Output
Charge = +1
Maximum force = 2.09 eV/A
DFT total energy = -3827.7382 Eh
LUMO energy (alpha / beta) = -0.263 / -0.262 hartree